A) Entry from the OMol25 dataset: C2 as an isolated structure (ωB97M-V/def2-TZVPD).

Spin multiplicity: 1

Last column: Löwdin charge in e.
Positions of all 2 atoms, in Å:
C: -0.84 -0.58 0.02  0.00
C: 0.84 0.58 -0.02  0.00

***

B) Entry from the OMol25 dataset: one molecule with the formula C2 (ωB97M-V/def2-TZVPD).

Spin multiplicity: 1

Last column: Löwdin charge in e.
Positions of all 2 atoms, in Å:
C: 0.49 0.16 0.35  0.00
C: -0.49 -0.16 -0.35  0.00

***

If you had to name the least stable structure above, which would it be? It would be A).